52
Properties=species:S:1:pos:R:3:forces:R:3:nbo_charge:R:1 method="wB97M-V/def2-TZVPD" charge=-1 gap_ha=0.15079 lumo_ev=1.00 energy_ha=-2016.5029 e_homo_ha=-0.1140
C -5.41352 -1.00726 -2.98401 0.4 0.6 0.0 -0.26
O -4.76062 0.28368 -2.96506 0.0 -0.6 0.0 -0.49
C -3.40259 0.31932 -2.94878 0.7 -0.1 0.0 0.33
C -2.79348 1.60328 -2.92510 -0.8 -0.8 -0.1 -0.27
C -1.42538 1.71460 -2.89493 0.9 -0.7 0.0 -0.12
C -0.59022 0.56043 -2.88603 -1.3 -0.4 -0.1 -0.14
C 0.84565 0.67850 -2.85566 1.1 -0.9 -0.3 -0.06
C 1.72213 -0.36751 -2.96659 -2.2 0.3 0.0 -0.16
N 3.09208 -0.10722 -2.93795 3.3 1.8 0.3 0.48
O 3.96136 -1.02150 -2.99228 -2.3 1.5 0.0 -0.41
O 3.40339 1.11143 -2.83902 0.1 -2.4 -0.3 -0.40
C -1.21496 -0.70927 -2.92851 0.3 0.7 0.0 -0.14
C -2.59243 -0.84219 -2.95843 -0.5 0.5 0.0 -0.27
H -6.47787 -0.77023 -2.98617 0.2 -0.1 0.0 0.20
H -5.15052 -1.57207 -3.88897 0.0 0.2 0.2 0.18
H -5.15932 -1.59525 -2.09134 0.0 0.2 -0.2 0.19
H -3.44016 2.47841 -2.93417 0.2 -0.2 0.0 0.23
H -0.94826 2.69509 -2.88568 -0.2 -0.2 0.1 0.22
H 1.26140 1.68242 -2.78203 0.0 -0.3 0.1 0.25
H 1.41956 -1.40623 -3.09017 0.4 0.3 0.1 0.22
H -0.59330 -1.60296 -2.94327 -0.3 0.2 0.1 0.21
H -3.04692 -1.83424 -2.99194 0.2 0.4 0.0 0.21
F -2.31282 4.61211 4.47430 -0.6 -0.2 -0.7 -0.35
C -2.81327 3.83518 3.45944 0.7 -0.7 -0.1 0.98
F -4.04827 3.40722 3.85761 0.5 0.5 -0.3 -0.35
F -3.00773 4.67174 2.38310 -0.3 0.0 0.8 -0.35
C -1.87882 2.70799 3.11090 -0.9 0.9 0.5 -0.29
C -2.36596 1.49388 2.62301 0.6 -0.3 -0.1 -0.17
C -1.46739 0.50103 2.26333 0.1 0.2 0.0 -0.28
C -0.04777 0.69568 2.37595 0.2 0.1 0.0 0.00
C 0.87622 -0.28334 1.98060 0.3 -0.4 0.0 -0.81
S 2.57200 -0.10535 2.24208 -0.9 -1.2 -0.7 2.16
C 3.25955 -1.66141 1.64451 -0.1 -0.2 -0.1 -0.21
C 3.46679 -2.73077 2.51955 0.0 0.0 -0.3 -0.22
C 4.03037 -3.91244 2.03259 0.0 0.2 -0.1 -0.23
C 4.39498 -4.01416 0.68434 -0.1 0.1 0.1 -0.22
C 4.19753 -2.93219 -0.17792 0.0 0.0 0.2 -0.22
C 3.64728 -1.74810 0.31192 -0.1 -0.2 0.0 -0.22
O 3.15131 0.89843 1.37295 0.3 0.5 0.3 -0.98
O 2.91881 -0.10969 3.64534 0.3 0.6 0.6 -0.98
C 0.39107 1.95168 2.90758 -0.2 0.4 0.1 -0.23
C -0.51016 2.94027 3.25009 0.3 -0.7 -0.2 -0.18
H -3.43961 1.33110 2.52951 0.2 0.0 0.0 0.21
H -1.82354 -0.46106 1.89120 0.0 0.2 0.1 0.19
H 0.57989 -1.25404 1.59473 0.1 0.1 0.1 0.22
H 3.20174 -2.62987 3.56986 0.0 0.1 -0.2 0.24
H 4.19224 -4.74686 2.71677 0.0 0.2 -0.2 0.20
H 4.84172 -4.93501 0.30827 -0.1 0.2 0.1 0.20
H 4.47471 -2.97467 -1.23061 0.0 -0.1 0.3 0.22
H 3.53011 -0.88367 -0.33688 0.0 -0.1 0.2 0.24
H 1.45469 2.14909 3.03990 -0.3 -0.1 -0.1 0.21
H -0.16166 3.89601 3.63206 0.0 -0.2 0.0 0.21